Entry P
Density functional theory data (ωB97M-V with the def2-TZVPD basis set) for a structure of composition C2F6O6S2Sn.

Positions of all 17 atoms, in Å:
1 Sn 1.855 -0.993 -2.139
2 C -4.842 -4.067 -1.572
3 F -5.181 -3.969 -2.795
4 F -4.848 -2.817 -1.106
5 F -5.862 -4.668 -0.875
6 S -3.190 -5.081 -1.371
7 O -3.217 -5.509 0.047
8 O -3.291 -6.224 -2.318
9 O -2.098 -4.149 -1.671
10 C 4.566 5.348 1.640
11 F 4.294 6.420 0.958
12 F 5.527 4.713 0.934
13 F 4.948 5.706 2.812
14 S 3.118 4.046 1.844
15 O 1.812 4.783 1.809
16 O 3.200 3.115 0.664
17 O 3.209 3.347 3.139

Results
Gap between HOMO and LUMO (Eh): 0.0681
E_HOMO (eV): -9.046

Entry Q
Density functional theory data (ωB97M-V with the def2-TZVPD basis set) for a structure of composition C2F6O6S2Sn.

Positions of all 17 atoms, in Å:
1 Sn 20.322 19.600 -2.753
2 C 16.319 18.803 0.889
3 F 15.768 19.218 1.999
4 F 16.882 17.607 1.071
5 F 15.391 18.725 -0.081
6 S 17.676 20.101 0.441
7 O 18.541 19.345 -0.476
8 O 17.050 21.252 -0.209
9 O 18.257 20.434 1.725
10 C 21.481 16.615 1.485
11 F 22.283 16.088 2.404
12 F 21.244 15.695 0.529
13 F 20.316 16.903 2.054
14 S 22.226 18.284 0.879
15 O 23.641 18.033 0.876
16 O 21.690 18.516 -0.478
17 O 21.753 19.239 1.870

Results
Gap between HOMO and LUMO (Eh): 0.1604
E_HOMO (eV): -9.853

Relative energy table, unit kcal/mol: entry P 127.2; entry Q 0.0

Entry P
Density functional theory data (ωB97M-V with the def2-TZVPD basis set) for a cluster of 3 separate species, H6O3 in total.

Positions of all 9 atoms, in Å:
1 O 2.336 -0.302 -0.513
2 H 2.671 -1.116 -0.118
3 H 2.906 0.399 -0.176
4 O -2.138 1.015 1.424
5 H -1.663 0.391 0.847
6 H -3.066 0.773 1.351
7 O -0.583 -0.364 -0.628
8 H 0.375 -0.536 -0.638
9 H -0.838 -0.260 -1.549

Results
Gap between HOMO and LUMO (Eh): 0.4095
E_HOMO (eV): -10.605
Structure (SMILES): O.O.O

Entry Q
Density functional theory data (ωB97M-V with the def2-TZVPD basis set) for a cluster of 3 separate species, H6O3 in total.

Positions of all 9 atoms, in Å:
1 O 0.338 1.987 0.636
2 H 1.271 2.063 0.373
3 H 0.206 2.580 1.382
4 O 3.023 1.704 0.006
5 H 2.943 0.740 0.094
6 H 3.716 1.644 -0.679
7 O -3.595 -3.711 -0.576
8 H -3.526 -2.805 -0.896
9 H -2.802 -4.236 -0.684

Results
Gap between HOMO and LUMO (Eh): 0.4238
E_HOMO (eV): -10.956
Structure (SMILES): O.O.O

Entry R
Density functional theory data (ωB97M-V with the def2-TZVPD basis set) for a cluster of 3 separate species, H6O3 in total.

Positions of all 9 atoms, in Å:
1 O -1.400 -0.947 0.237
2 H -1.252 -0.380 -0.503
3 H -0.867 -0.640 0.998
4 O 0.619 0.052 1.751
5 H 1.252 0.606 1.368
6 H 0.742 -0.858 1.442
7 O -0.038 0.839 -1.668
8 H 0.150 0.257 -2.415
9 H 0.790 1.073 -1.209

Results
Gap between HOMO and LUMO (Eh): 0.4009
E_HOMO (eV): -10.631
Structure (SMILES): O.O.O

Entry S
Density functional theory data (ωB97M-V with the def2-TZVPD basis set) for a cluster of 3 separate species, H6O3 in total.

Positions of all 9 atoms, in Å:
1 O -1.586 0.486 1.380
2 H -1.621 1.439 1.469
3 H -1.180 0.184 2.192
4 O -0.235 -0.162 -0.874
5 H -0.779 -0.343 -0.107
6 H -0.839 0.218 -1.512
7 O 2.323 -0.590 -1.155
8 H 1.368 -0.531 -1.164
9 H 2.548 -0.699 -0.231

Results
Gap between HOMO and LUMO (Eh): 0.3928
E_HOMO (eV): -10.292
Structure (SMILES): O.O.O

Relative energy table, unit kcal/mol: entry P 0.0; entry Q 8.9; entry R 10.4; entry S 4.0

Entry P
Density functional theory data (ωB97M-V with the def2-TZVPD basis set) for a structure of composition CHClS3.

Positions of all 6 atoms, in Å:
1 C -1.593 -0.870 0.631
2 S -2.641 -1.951 0.363
3 S -0.331 -0.100 0.952
4 S -2.368 1.729 3.448
5 Cl -2.175 0.404 4.867
6 H -3.656 2.079 2.311

Results
Gap between HOMO and LUMO (Eh): 0.2861
E_HOMO (eV): -9.156

Entry Q
Density functional theory data (ωB97M-V with the def2-TZVPD basis set) for the molecule CHClS3.

Positions of all 6 atoms, in Å:
1 C -0.680 0.847 -0.233
2 S 0.602 1.734 -0.005
3 S -1.424 -0.562 0.247
4 S 1.776 -1.662 -0.204
5 Cl 2.574 0.092 0.193
6 H -2.847 -0.449 0.002

Results
Gap between HOMO and LUMO (alpha / beta) (Eh): 0.2035 / 0.2503
E_HOMO (alpha / beta) (eV): -7.662 / -8.280

Relative energy table, unit kcal/mol: entry P 0.0; entry Q 27.7

Entry P
Density functional theory data (ωB97M-V with the def2-TZVPD basis set) for a cluster of 2 separate species, C3H6ClNO in total.

Positions of all 12 atoms, in Å:
1 C 0.850 -0.383 -0.644
2 C 1.827 1.360 0.589
3 C -3.064 -1.235 0.502
4 N 0.848 -0.151 -1.863
5 O 1.186 -0.015 0.506
6 Cl -1.591 -1.369 -0.428
7 H 0.913 2.028 0.875
8 H 2.181 1.562 -0.425
9 H 2.671 1.304 1.307
10 H -3.290 -0.220 0.807
11 H -3.075 -2.043 1.336
12 H 0.544 -0.838 -2.561

Results
Gap between HOMO and LUMO (alpha / beta) (Eh): 0.3464 / 0.2388
E_HOMO (alpha / beta) (eV): -8.701 / -6.735

Entry Q
Density functional theory data (ωB97M-V with the def2-TZVPD basis set) for a cluster of 2 separate species, C3H6ClNO in total.

Positions of all 12 atoms, in Å:
1 C 0.685 -0.947 -0.757
2 C 0.576 0.154 0.006
3 C -0.027 0.086 1.219
4 N -1.997 0.970 -1.110
5 O -2.020 -0.279 -0.977
6 Cl 0.036 1.504 2.235
7 H 1.114 -0.910 -1.806
8 H 0.355 -1.847 -0.249
9 H 0.851 1.166 -0.365
10 H -0.444 -0.783 1.751
11 H -2.237 1.405 -2.135
12 H -2.431 1.612 -0.357

Results
Gap between HOMO and LUMO (alpha / beta) (Eh): 0.2819 / 0.3312
E_HOMO (alpha / beta) (eV): -7.477 / -9.088

Relative energy table, unit kcal/mol: entry P 11.1; entry Q 0.0